(1)
The following is a DFT calculation (ωB97M-V/def2-TZVPD) of C33H27BrN5O7Yb as an isolated structure in a non-equilibrium geometry.

For the energy above the lowest of the compared OMol25 structures with the same formula, charge and spin, the calculation gives 0.913 eV. The HOMO-LUMO gap (spin up / spin down) comes out at 5.8 / 5.8 eV. Its net charge is -2. As for the total energy: -5807.163645 Ha. As for the expectation value of S²: 0.75. For the largest force on an atom, the calculation gives 0.0242 Eh/bohr. As for the spin multiplicity: 2.

The geometry in XYZ format:
```
74
Properties=species:S:1:pos:R:3:forces:R:3
Yb 0.042567 0.196500 -0.018518 -0.38 0.38 0.32
C -3.521057 -4.493573 -1.557720 -0.13 -0.09 0.02
O -2.955334 -3.343376 -1.010261 -0.19 0.70 0.08
C -3.780115 -2.276978 -0.685639 0.48 -0.31 -0.16
C -5.150552 -2.329933 -0.650949 0.09 -0.26 -0.09
C -5.891929 -1.181390 -0.351040 -0.31 0.13 0.03
C -5.242544 0.004290 -0.112511 -0.08 0.00 0.03
C -3.846198 0.096043 -0.117138 0.17 -0.79 -0.12
C -3.226637 1.384046 0.041118 0.67 0.54 -0.12
N -1.960116 1.560325 -0.083352 -0.38 -0.02 -0.14
N -1.450810 2.829980 0.028507 0.15 0.81 0.36
C -0.276360 2.926041 -0.574209 -1.22 0.20 -0.16
O 0.211543 2.052266 -1.351674 0.39 -0.42 0.02
C 0.501514 4.170050 -0.334452 0.24 0.18 0.04
C 1.869961 4.116281 -0.588984 -0.14 -0.12 -0.07
C 2.676029 5.204382 -0.324267 0.13 0.14 0.00
C 2.123837 6.371968 0.180207 0.13 0.07 0.04
C 0.761520 6.435749 0.423851 -0.01 0.22 0.08
C -0.048601 5.340470 0.177283 -0.03 -0.18 -0.07
C -3.054043 -1.072915 -0.362185 -0.20 0.04 0.05
O -1.782189 -1.102057 -0.313606 -0.11 -0.06 -0.15
H -4.129444 -4.272515 -2.443976 -0.03 0.04 0.01
H -4.148339 -5.034525 -0.833116 0.02 0.02 -0.03
H -2.684118 -5.129420 -1.852408 -0.06 0.01 0.04
H -5.679863 -3.253457 -0.855324 0.09 -0.05 -0.05
H -6.973765 -1.235073 -0.334935 -0.01 0.03 0.01
H -5.817751 0.903888 0.071803 -0.03 0.09 0.05
H -3.890704 2.244732 0.200800 0.22 -0.03 0.01
H 2.271868 3.188652 -0.967313 0.02 -0.04 0.00
H 3.742655 5.143001 -0.495165 0.07 -0.02 -0.04
H 2.759702 7.223372 0.395064 -0.02 0.03 0.00
H 0.338021 7.349159 0.823964 -0.08 0.01 0.01
H -1.106966 5.369609 0.384646 -0.11 -0.03 0.04
C 2.772171 2.349663 2.841410 -0.20 -0.14 -0.32
C 2.433316 1.221240 1.865564 0.46 0.21 0.21
O 1.615241 1.497992 0.940412 -0.02 0.07 0.18
C 3.110400 0.018384 2.012230 -0.12 0.03 0.20
C 2.926035 -1.101980 1.165067 -0.09 -0.13 -0.42
C 3.892182 -2.261254 1.262685 -0.18 0.19 -0.14
N 1.967570 -1.103118 0.281076 -0.09 -0.16 -0.24
N 1.879764 -2.200451 -0.572131 0.06 -0.45 -0.46
C 1.085050 -1.966156 -1.592762 1.06 -0.11 0.64
O 0.515950 -0.850483 -1.860285 -0.11 -0.06 -0.35
C 0.864999 -3.094262 -2.536400 -0.13 -0.04 -0.24
C 1.743566 -4.168106 -2.656416 -0.06 0.20 0.16
C 1.492301 -5.174101 -3.568767 0.04 -0.20 -0.13
C 0.363542 -5.127530 -4.372941 -0.09 -0.08 -0.05
C -0.521075 -4.066487 -4.249460 -0.08 -0.19 -0.20
C -0.270410 -3.055681 -3.344882 0.11 0.22 0.26
H 2.093901 3.180485 2.661666 -0.04 0.04 0.01
H 3.796132 2.687868 2.682338 0.10 0.04 0.03
H 2.666406 2.013260 3.870198 0.02 -0.04 0.10
H 3.838378 -0.074965 2.807402 0.01 0.07 0.05
H 4.735459 -2.014918 1.905183 -0.01 0.04 0.06
H 4.246091 -2.507422 0.263698 0.07 -0.09 -0.03
H 3.381522 -3.142110 1.646085 -0.08 -0.11 0.01
H 2.611694 -4.196675 -2.015880 0.09 0.03 0.08
H 2.175467 -6.009001 -3.660518 0.08 -0.03 0.02
H 0.168758 -5.919093 -5.085980 0.00 -0.04 -0.03
H -1.410954 -4.034992 -4.865898 -0.05 0.02 -0.02
H -0.944924 -2.219803 -3.224409 -0.02 0.04 0.01
Br 0.254610 -4.823796 0.513494 0.18 -0.42 -0.21
C -1.035392 -3.766857 1.398183 -0.06 -0.18 0.39
C -2.273754 -4.338760 1.638327 -0.10 0.04 0.08
C -3.197023 -3.567626 2.322812 0.15 -0.01 0.01
C -2.813805 -2.314052 2.763171 0.12 0.13 0.08
C -1.524044 -1.862179 2.494234 -0.24 0.22 0.35
N -0.649480 -2.584195 1.797876 0.12 -0.06 0.01
C -1.051841 -0.496739 3.029036 -0.63 -0.90 0.20
O -1.304483 -0.263884 4.212328 0.00 0.14 0.03
O -0.479784 0.227148 2.184881 0.42 0.41 -0.37
H -2.497643 -5.338111 1.298331 0.01 -0.02 -0.08
H -4.190917 -3.952135 2.521074 -0.02 0.05 -0.03
H -3.484543 -1.674929 3.314563 -0.04 0.06 0.10
```
Positions in Å, forces in eV/Å.

(2)
The following is a DFT calculation (ωB97M-V/def2-TZVPD) of a 2-piece molecular cluster, C3H9BNO2 overall in a non-equilibrium geometry.

For the energy above the lowest of the compared OMol25 structures with the same formula, charge and spin, the calculation gives 1.348 eV. The HOMO-LUMO gap comes out at 11.4 eV. Its net charge is +1. As for the total energy: -349.567827 Ha. For the largest force on an atom, the calculation gives 0.1275 Eh/bohr.

The geometry in XYZ format:
```
16
Properties=species:S:1:pos:R:3:forces:R:3
B 0.027261 -1.750923 -0.544909 -1.02 2.06 1.18
C 0.629115 2.492574 0.959160 1.32 2.44 -2.42
C -0.387410 1.728245 0.892922 3.12 2.16 1.01
C 1.001398 -0.566874 -0.927915 0.07 0.81 0.13
N -1.317509 0.975382 0.988688 -6.47 0.93 -0.52
O 0.077810 -3.027240 -0.840036 -0.07 -1.24 -0.74
O -1.170476 -1.280049 0.220904 1.12 -1.71 -0.76
H 1.186282 2.778482 1.844223 -0.23 -0.48 0.17
H 0.949806 3.106456 0.008971 -0.74 -1.47 1.79
H 0.452763 0.387056 -1.085721 0.28 -0.54 0.34
H 1.929143 -0.343174 -0.337190 -1.13 -0.43 0.04
H -1.372464 -0.004937 0.530713 0.71 -1.02 0.39
H -2.310370 1.463354 1.033385 2.33 -1.13 0.32
H 1.412041 -0.735815 -1.895071 0.36 -0.45 -1.05
H 0.622110 -3.336536 -1.587650 -0.09 0.27 0.73
H -1.729501 -1.886000 0.739526 0.42 -0.20 -0.62
```
Positions in Å, forces in eV/Å.

(3)
The following is a DFT calculation (ωB97M-V/def2-TZVPD) of C24H29AsMnN3O9S2 as an isolated structure in a non-equilibrium geometry.

For the energy above the lowest of the compared OMol25 structures with the same formula, charge and spin, the calculation gives 0.029 eV. The HOMO-LUMO gap (spin up / spin down) comes out at 7.4 / 7.1 eV. Its net charge is -1. As for the total energy: -5956.626269 Ha. As for the expectation value of S²: 0.82. For the largest force on an atom, the calculation gives 0.0260 Eh/bohr. As for the spin multiplicity: 2.

The geometry in XYZ format:
```
69
Properties=species:S:1:pos:R:3:forces:R:3
Mn 0.493281 0.106580 -0.093352 -1.21 0.06 -0.57
O -1.557791 -1.818662 5.482102 0.08 -0.09 0.06
C -1.130177 -1.225682 4.335462 0.00 0.16 -0.26
C -2.016872 -0.755111 3.376181 -0.06 0.01 0.09
C -1.502397 -0.156262 2.244170 -0.05 0.21 -0.11
N -0.199880 -0.028842 2.046542 0.39 -0.36 -0.54
C 0.651614 -0.465164 2.968170 -0.07 0.11 0.04
C 0.236763 -1.063722 4.138868 0.04 -0.02 0.15
C 2.106054 -0.225445 2.609882 0.27 0.14 -0.17
O 2.992072 -0.489972 3.427455 -0.01 -0.11 0.00
O 2.262402 0.249738 1.438232 0.01 -0.20 0.07
C -2.355304 0.486876 1.153909 -0.06 -0.13 0.07
O -3.546787 0.693199 1.391709 0.06 -0.04 -0.03
O -1.703308 0.791432 0.108835 0.88 -0.14 -0.38
H -2.513074 -1.917760 5.433480 -0.06 0.00 0.00
H -3.091940 -0.845489 3.477569 0.01 0.05 0.02
H 0.960379 -1.400608 4.867566 0.01 0.01 -0.02
C 5.400312 -5.664084 1.093766 -0.04 0.08 -0.03
C 4.022364 -5.101657 0.862235 -0.02 -0.12 -0.02
C 3.147642 -5.713754 -0.029377 0.04 0.07 0.03
C 1.872133 -5.205954 -0.232386 -0.09 -0.02 -0.05
C 1.471176 -4.070541 0.448317 -0.24 0.01 -0.09
C 2.329103 -3.445611 1.340507 0.02 0.06 0.05
C 3.595642 -3.964452 1.545885 -0.05 -0.05 0.05
S -0.176994 -3.408937 0.227418 0.01 0.21 0.21
O -0.912683 -4.378873 -0.553814 0.21 0.11 -0.13
O -0.656866 -3.120843 1.553880 0.11 0.04 -0.07
N 0.009357 -2.009723 -0.529466 0.13 0.36 0.27
C 0.169294 -1.899165 -1.878927 -0.12 -0.12 -0.26
C 0.475316 -2.929913 -2.795817 -0.07 0.04 0.09
C 0.675546 -2.614222 -4.117263 0.00 0.03 0.10
C 0.586883 -1.287493 -4.536302 -0.06 0.04 -0.04
C 0.271853 -0.342366 -3.583936 0.05 0.13 -0.12
N 0.045732 -0.622530 -2.306504 0.33 -0.15 0.74
H 5.470938 -6.685749 0.721325 0.03 -0.01 0.00
H 5.647386 -5.665412 2.156013 0.02 0.00 0.00
H 6.155007 -5.063652 0.580090 0.03 -0.01 0.01
H 3.462153 -6.601717 -0.566178 0.00 -0.02 0.03
H 1.167809 -5.699844 -0.889712 0.03 0.01 -0.02
H 1.991441 -2.571480 1.882649 0.07 -0.07 -0.01
H 4.260868 -3.482673 2.253873 -0.04 0.01 0.02
H 0.548716 -3.943175 -2.440289 -0.02 -0.09 -0.04
H 0.909211 -3.394106 -4.832533 0.03 -0.03 0.04
H 0.756716 -1.004946 -5.565904 -0.03 0.03 0.01
H 0.184755 0.704616 -3.862758 0.07 -0.03 0.00
C 4.041537 2.004434 0.305150 0.02 -0.24 0.05
As 3.961682 0.227875 -0.481384 1.07 0.50 -0.21
C 5.175678 0.473485 -2.013618 -0.23 -0.07 0.19
C 4.984372 -1.069065 0.538189 -0.36 0.12 0.07
O 2.561331 -0.268757 -1.189092 -0.96 -0.19 0.29
H 4.918847 2.536156 -0.061152 0.02 -0.04 -0.09
H 4.057630 1.924906 1.388322 -0.03 -0.05 -0.04
H 3.127605 2.504908 -0.005697 -0.06 0.01 0.01
H 6.173128 0.769406 -1.685488 -0.01 0.01 0.03
H 4.759115 1.241879 -2.664980 -0.01 0.00 0.03
H 5.234833 -0.459821 -2.572538 -0.02 -0.02 0.03
H 6.050159 -0.875728 0.413638 -0.05 0.08 -0.04
H 4.732583 -2.049284 0.133858 0.03 0.05 -0.03
H 4.701447 -1.028372 1.588041 -0.07 0.05 0.04
C -0.490124 4.466058 -0.734183 0.13 -0.24 -0.21
S 0.191981 3.164987 -1.808081 -0.61 0.12 0.35
C -1.390537 2.433872 -2.312318 0.15 0.17 0.03
O 0.847092 2.214462 -0.860286 0.37 -0.31 0.38
H -1.125598 5.128414 -1.321584 -0.02 -0.02 -0.02
H 0.342037 5.021909 -0.306301 0.03 -0.03 -0.05
H -1.053469 3.964768 0.051843 -0.04 -0.04 -0.02
H -1.618419 2.762563 -3.326574 0.03 0.03 0.01
H -2.180383 2.694257 -1.614585 0.00 -0.06 0.06
H -1.239971 1.356940 -2.263553 -0.04 0.00 0.00
```
Positions in Å, forces in eV/Å.

(4)
The following is a DFT calculation (ωB97M-V/def2-TZVPD) of a 2-piece molecular cluster, C9H12NO3P overall in a non-equilibrium geometry.

For the energy above the lowest of the compared OMol25 structures with the same formula, charge and spin, the calculation gives 2.516 eV. The HOMO-LUMO gap (spin up / spin down) comes out at 7.0 / 5.9 eV. Its net charge is 0. As for the total energy: -971.880655 Ha. For the largest force on an atom, the calculation gives 0.0723 Eh/bohr.

The geometry in XYZ format:
```
26
Properties=species:S:1:pos:R:3:forces:R:3
C -2.889225 0.982266 -1.936646 1.18 -1.03 0.46
C -2.644072 1.523573 -0.661992 0.36 -3.41 0.19
C -2.619546 -0.361995 -2.251326 -0.93 0.83 -0.87
C -2.253539 0.637101 0.356292 -0.29 -1.30 -1.77
C -2.179147 -1.239145 -1.301489 0.77 0.66 0.35
C -1.981663 -0.758690 -0.033623 -0.68 2.44 1.74
C -1.363775 -1.589402 0.928134 1.58 -0.02 2.07
C 0.888104 0.986638 -1.520622 -2.93 -2.01 1.12
C 3.053831 0.075617 2.130896 0.79 1.65 -0.36
N -1.485205 -2.282178 1.917257 0.54 -0.09 0.04
O 2.073439 -2.101377 0.601633 -0.45 -0.73 -0.23
O 1.120719 -0.411714 -1.205415 0.60 -0.71 1.46
O 2.498081 0.363016 0.834279 -1.26 -0.35 -0.14
P 1.365297 -0.825390 0.383564 0.58 0.82 -0.62
H -3.067918 1.586359 -2.775825 -0.57 1.04 -0.76
H -2.655122 2.535916 -0.445590 -0.48 1.85 0.19
H -2.749071 -0.698229 -3.286570 0.06 0.20 0.43
H -2.177248 0.991402 1.377852 0.39 -0.26 -0.08
H -1.734223 -2.182760 -1.480278 -0.18 -0.97 -0.65
H 0.435747 1.428967 -0.585041 1.67 0.63 -0.84
H -0.072657 0.910350 -2.084213 1.13 0.53 -0.64
H 1.785770 1.252074 -2.052376 -0.13 1.26 0.17
H 3.600687 0.989800 2.518768 -0.92 -0.81 -0.55
H 3.799274 -0.694443 2.044799 0.05 -0.60 0.06
H 2.248708 -0.189245 2.790595 -0.11 -0.24 0.67
H -0.746580 -2.638104 2.581776 -0.81 0.62 -1.45
```
Positions in Å, forces in eV/Å.

(5)
The following is a DFT calculation (ωB97M-V/def2-TZVPD) of a 2-piece molecular cluster, C3H4NO overall in a non-equilibrium geometry.

For the energy above the lowest of the compared OMol25 structures with the same formula, charge and spin, the calculation gives 2.136 eV. The HOMO-LUMO gap comes out at 7.1 eV. Its net charge is +1. As for the total energy: -246.313587 Ha. For the largest force on an atom, the calculation gives 0.1155 Eh/bohr.

The geometry in XYZ format:
```
9
Properties=species:S:1:pos:R:3:forces:R:3
C 1.288616 2.130775 0.363486 0.30 1.07 0.29
C -0.944206 -2.014674 -0.985226 -0.89 -1.87 5.57
C 0.343503 1.292083 0.273356 0.13 -0.75 -0.84
N -1.038201 -2.327911 0.136186 -0.01 1.47 -4.66
O -0.294546 0.344383 0.123629 -1.90 -1.40 -0.07
H 1.285495 3.057291 -0.138552 0.28 0.86 -0.22
H 1.877692 1.819915 1.182585 1.22 0.32 0.79
H -1.090510 -1.934379 -2.025096 0.46 0.40 -1.17
H -1.427843 -2.367485 1.069630 0.41 -0.11 0.32
```
Positions in Å, forces in eV/Å.

(6)
The following is a DFT calculation (ωB97M-V/def2-TZVPD) of an isolated molecule of C4H9NOSi in a non-equilibrium geometry.

For the energy above the lowest of the compared OMol25 structures with the same formula, charge and spin, the calculation gives 2.553 eV. The HOMO-LUMO gap comes out at 10.9 eV. Its net charge is 0. As for the total energy: -577.260493 Ha. For the largest force on an atom, the calculation gives 0.0829 Eh/bohr.

The geometry in XYZ format:
```
16
Properties=species:S:1:pos:R:3:forces:R:3
C 0.020419 0.659519 2.379431 -0.16 -2.27 -0.18
O -0.172526 0.342771 1.024849 0.03 -1.27 -2.05
Si -0.976529 -0.711180 0.026009 -2.10 3.66 -0.63
C -0.564276 0.059198 -1.738373 0.63 -0.07 -0.10
C 1.064628 0.020846 -2.019436 -3.19 2.56 1.08
C -1.231361 -0.779138 -2.718010 0.85 -0.13 1.00
N -1.677788 -1.602000 -3.369672 -0.73 -0.71 -1.01
H -0.783286 0.029764 2.914887 1.47 1.54 0.17
H -0.098462 1.723335 2.340381 -0.19 0.58 1.19
H 1.089274 0.367285 2.642530 -1.47 0.37 0.16
H -2.568003 -0.366560 0.072505 1.79 -0.71 0.24
H -0.757927 -2.112917 0.164672 0.44 -0.88 0.11
H -1.152008 1.039751 -1.891647 1.63 -0.92 0.82
H 1.331196 -0.638636 -2.741514 0.34 -2.50 -1.99
H 1.345156 0.958646 -2.449041 0.23 0.87 0.07
H 1.625327 -0.150033 -1.142720 0.45 -0.11 1.12
```
Positions in Å, forces in eV/Å.